# C34H110BO38

A cluster of 26 separate species, C34H110BO38 in total at a distorted geometry (ωB97M-V with the def2-TZVPD basis set, the OMol25 dataset).

The calculation puts the total energy at -4245.3659 a.u. Its total charge is -1. The HOMO energy is -7.83 eV. Its LUMO energy is 1.1 eV.

```
183
C34H110BO38, DFT ωB97M-V with the def2-TZVPD basis set
O -2.1530 2.5200 0.3159
C -1.2588 1.7097 0.2722
O -1.2703 0.4957 0.8525
B -0.0865 -0.2219 0.4364
O 0.8295 0.8677 -0.0571
C 0.1757 1.9559 -0.2915
O 0.5334 3.0129 -0.7634
O -0.3306 -1.2291 -0.5319
C 0.2730 -2.3617 -0.1959
O 0.2893 -3.3639 -0.8916
C 0.8761 -2.1824 1.2195
O 0.5827 -0.9283 1.5638
O 1.4840 -3.0110 1.8601
C -0.8351 4.4331 -4.0176
O -1.9423 5.2726 -4.1610
H -0.9597 3.6031 -4.6697
H 0.0655 4.9617 -4.3049
H -0.6287 4.0263 -2.9971
H -2.6691 4.6859 -3.9247
C -2.4606 2.4402 3.4275
O -3.4918 2.1290 2.5330
H -1.6505 1.6982 3.3682
H -2.0271 3.4035 3.1709
H -2.8868 2.4376 4.4282
H -3.1659 2.1330 1.5973
C 1.3490 6.3371 -1.6613
O 2.0135 7.5370 -1.8274
H 0.8823 6.0210 -2.6038
H 2.0906 5.5362 -1.3915
H 0.6044 6.3627 -0.8181
H 2.7096 7.7172 -1.2096
C -1.8128 -3.6124 -5.2099
O -1.5373 -3.4987 -3.7978
H -2.0527 -4.6497 -5.4537
H -2.6742 -3.0198 -5.5335
H -0.9292 -3.3512 -5.8030
H -0.6769 -3.0767 -3.7252
C 4.7815 -4.7373 2.0785
O 5.4589 -4.7493 0.8868
H 4.6104 -5.8028 2.4153
H 5.3677 -4.3204 2.8917
H 3.8699 -4.1602 1.9517
H 4.9397 -5.1716 0.1911
C 4.4189 0.0861 0.8984
O 4.6951 1.4825 0.9698
H 4.5667 -0.3896 1.8826
H 3.3339 0.0040 0.6856
H 5.0006 -0.4714 0.1331
H 4.3010 1.9470 0.2090
C 4.6076 5.9344 -0.0419
O 3.8299 7.0214 0.3707
H 4.1836 5.4092 -0.9055
H 5.6034 6.3438 -0.2218
H 4.7580 5.1488 0.6889
H 3.3652 6.6858 1.1637
C 3.9291 -4.8675 5.7760
O 4.9409 -5.7435 5.3955
H 3.1837 -4.9191 4.9344
H 3.4198 -5.2812 6.6600
H 4.0979 -3.8027 5.9035
H 5.2363 -5.5510 4.5325
C -6.4787 1.5348 4.3295
O -6.1394 2.3205 3.2352
H -6.0018 1.9631 5.2276
H -7.5682 1.5371 4.4767
H -6.1351 0.5024 4.2466
H -5.1911 2.2657 3.0903
C -0.4889 -4.9091 4.2889
O -0.8483 -6.2707 4.6286
H 0.4379 -4.4900 4.6576
H -0.5285 -4.8186 3.1608
H -1.3251 -4.2396 4.5196
H -0.1509 -6.8129 4.2966
C 2.8086 -5.8620 -0.9522
O 4.1657 -5.6715 -1.3720
H 2.6074 -4.9658 -0.3961
H 2.1129 -5.9027 -1.7956
H 2.6584 -6.7748 -0.3142
H 4.4759 -6.4945 -1.7780
C -0.1456 0.1225 -3.7887
O 0.4722 0.5641 -4.9951
H 0.6114 -0.1510 -3.0558
H -0.7219 1.0040 -3.4952
H -0.8754 -0.7230 -3.9524
H 1.0138 1.3439 -4.7271
C -2.4611 5.6575 1.1365
O -1.7512 6.1663 2.2484
H -3.0639 6.4639 0.6952
H -1.7895 5.1627 0.4496
H -3.2144 4.9609 1.4882
H -2.1771 6.9473 2.6386
C 3.4940 1.4954 4.0504
O 4.8387 2.0305 3.8795
H 3.5167 0.4013 4.1621
H 3.1242 1.9284 4.9670
H 2.8691 1.7939 3.1961
H 5.1383 1.8586 2.9646
C -0.5932 -6.4021 -2.5365
O -1.9215 -5.8794 -2.5963
H -0.3611 -6.8256 -3.5176
H 0.0588 -5.6186 -2.1721
H -0.6063 -7.2561 -1.8278
H -1.8211 -5.0259 -3.0743
C -6.3429 5.5047 1.6411
O -6.3803 6.6611 0.7893
H -6.5131 4.6488 0.9705
H -5.3323 5.4794 2.0406
H -7.0966 5.5100 2.4088
H -7.2849 6.9294 0.6232
C 0.6314 -0.6293 4.5651
O 1.1244 -0.8631 5.9007
H 1.4483 -0.8730 3.8786
H -0.2030 -1.3071 4.3565
H 0.3632 0.4360 4.4076
H 0.3577 -0.8492 6.4772
C 3.0368 -2.0343 -2.0683
O 3.5826 -1.8148 -3.3995
H 2.3614 -2.8865 -2.0206
H 3.8371 -2.2212 -1.3518
H 2.4902 -1.1576 -1.7491
H 4.3041 -2.4313 -3.5398
C -2.8903 -1.3372 2.9067
O -3.3044 -2.4615 3.5636
H -2.9902 -0.4601 3.5152
H -1.8839 -1.3963 2.4686
H -3.5511 -1.1773 2.0472
H -3.5958 -3.1029 2.9262
C -4.1283 4.0866 -1.9911
O -4.0129 3.5954 -3.3204
H -4.0941 5.1714 -1.9900
H -5.0509 3.6642 -1.5299
H -3.2920 3.7004 -1.3911
H -4.0440 2.6419 -3.3641
C 3.4304 1.6850 -2.3113
C 3.2734 2.2406 -3.7096
O 1.9328 2.6704 -3.8907
O 3.3448 2.7541 -1.3292
H 4.4818 1.3102 -2.2760
H 2.7185 0.9007 -2.0926
H 3.5333 1.5908 -4.5364
H 3.9670 3.1015 -3.7933
H 1.5835 3.0288 -3.0577
H 2.4074 3.0560 -1.1049
C -3.3022 -3.9850 -0.0766
C -3.0339 -5.4171 0.3521
O -3.6003 -6.4765 -0.4872
O -4.2654 -3.4863 0.7920
H -3.6149 -3.8830 -1.1057
H -2.3440 -3.4624 0.0291
H -3.4877 -5.5530 1.3345
H -1.9608 -5.6337 0.4257
H -3.2153 -6.2383 -1.3431
H -4.6396 -2.7319 0.3387
C -3.2289 -0.1172 -1.8013
C -4.3178 -0.0158 -0.7417
O -5.2846 -1.0526 -0.7969
O -3.7834 0.1833 -3.0514
H -2.8058 -1.1045 -1.7542
H -2.4507 0.6026 -1.6196
H -4.9360 0.8859 -0.7759
H -3.8631 -0.0850 0.2175
H -5.7779 -0.9681 -1.6230
H -3.1427 0.1674 -3.7698
C 2.4932 4.4692 2.6532
C 1.0260 4.3418 2.3033
O 0.3019 5.0874 3.2344
O 2.8537 5.8489 2.8290
H 3.0948 4.0864 1.8294
H 2.8162 4.0345 3.6073
H 0.7789 3.2457 2.3762
H 0.8982 4.6495 1.2640
H -0.5541 5.4087 2.8911
H 2.1243 6.2199 3.3367
C 2.3507 -4.6042 -6.0748
C 1.7127 -4.3950 -4.7260
O 1.2361 -3.1075 -4.4591
O 1.3618 -4.6452 -7.1077
H 2.8385 -5.5968 -6.0771
H 3.1793 -3.9251 -6.2627
H 2.4911 -4.5906 -3.9628
H 0.8768 -5.0836 -4.5614
H 2.0011 -2.5266 -4.3485
H 1.1518 -3.7280 -7.2982
```



# C34H16CoF15GeN3SSe3

A structure of composition C34H16CoF15GeN3SSe3 (ωB97M-V with the def2-TZVPD basis set, the OMol25 dataset).

As for the multiplicity: 5. The calculation puts the total energy at -14029.4418 a.u. Its total charge is +1. The calculation puts the relative energy (zero: lowest compared OMol25 entry of this formula, charge and spin) at 44.7 kJ/mol. The HOMO energy (spin up / spin down) is -11.28 / -11.23 eV. Its LUMO energy (spin up / spin down) is -3.3 / -5.5 eV.

```
74
C34H16CoF15GeN3SSe3, DFT ωB97M-V with the def2-TZVPD basis set
Co -0.2718 1.9034 0.0217
Se 1.4625 5.0770 0.0823
Se 2.5671 3.8999 -1.5542
C 2.7471 2.2188 -0.6499
C 3.8563 1.4443 -0.9653
C 4.1659 0.3711 -0.1538
C 3.3763 0.1321 0.9638
C 2.2440 0.8935 1.1435
N 1.8947 1.8993 0.3233
C -0.2768 4.8884 -0.7313
C -1.0646 6.0109 -0.9249
C -2.2244 5.8847 -1.6721
C -2.5045 4.6590 -2.2605
C -1.6763 3.5869 -1.9899
N -0.6118 3.6757 -1.1802
H 4.4829 1.7252 -1.8012
H 5.0405 -0.2314 -0.3627
H 3.6349 -0.6255 1.6894
H 1.6011 0.7324 1.9990
H -0.7381 6.9602 -0.5237
H -2.8787 6.7330 -1.8208
H -3.3504 4.5436 -2.9232
H -1.8530 2.6127 -2.4322
N -2.4748 1.5451 0.0600
H -2.7914 1.0711 0.9012
H -2.6458 0.9168 -0.7231
H -3.0808 2.3530 -0.0521
F 1.8970 -1.7845 -3.6384
C 2.4190 -2.4557 -2.6068
C 1.6739 -2.5449 -1.4425
C 2.2599 -3.1817 -0.3634
F 1.6338 -3.2360 0.8229
C 3.5270 -3.7342 -0.4390
F 4.0840 -4.2860 0.6391
C 4.2271 -3.6646 -1.6315
F 5.4464 -4.1763 -1.7112
C 3.6745 -3.0188 -2.7291
F 4.3665 -2.9287 -3.8585
Ge -0.1445 -1.7521 -1.4476
S -0.1112 0.3870 -1.8270
C -1.0352 -2.4796 0.2100
C -1.3473 -3.8321 0.2063
F -1.0474 -4.5697 -0.8663
C -1.9188 -4.4753 1.2898
F -2.1845 -5.7731 1.2440
C -2.2100 -3.7469 2.4297
F -2.7688 -4.3328 3.4757
C -1.8994 -2.3993 2.4752
F -2.1783 -1.6912 3.5735
C -1.3068 -1.8014 1.3786
F -0.9681 -0.4920 1.5033
C -1.2355 -2.6272 -2.8513
C -2.5546 -2.2146 -2.9329
F -2.9927 -1.2993 -2.0405
C -3.4424 -2.7049 -3.8684
F -4.6983 -2.2670 -3.9137
C -3.0005 -3.6683 -4.7628
F -3.8222 -4.1415 -5.6857
C -1.7019 -4.1443 -4.6778
F -1.2894 -5.1018 -5.5018
C -0.8399 -3.6244 -3.7256
F 0.3885 -4.1449 -3.6487
Se -0.6342 3.3901 2.1419
C -0.1927 2.9889 3.9255
C -0.3522 4.0097 4.8722
C -0.0955 3.7507 6.2036
C 0.3000 2.4782 6.6038
C 0.4673 1.4664 5.6648
C 0.2382 1.7222 4.3270
H -0.6783 4.9902 4.5518
H -0.2065 4.5349 6.9401
H 0.4795 2.2750 7.6510
H 0.7699 0.4783 5.9845
H 0.3745 0.9425 3.5930
```



# C34H21Br2IrN3O10PS

A structure of composition C34H21Br2IrN3O10PS at a distorted geometry (ωB97M-V with the def2-TZVPD basis set, the OMol25 dataset).

The calculation puts the total energy at -8216.6558 a.u. The calculation puts the relative energy (zero: lowest compared OMol25 entry of this formula, charge and spin) at 174.3 kJ/mol. The HOMO energy (spin up / spin down) is -7.35 / -7.35 eV. Its LUMO energy (spin up / spin down) is -1.7 / -1.7 eV.

```
73
C34H21Br2IrN3O10PS, DFT ωB97M-V with the def2-TZVPD basis set
Ir -0.8950 0.7293 1.2018
Br -5.2122 3.5947 1.2504
C -5.1458 1.7270 1.3056
C -6.3064 0.9745 1.2578
C -6.2369 -0.4022 1.2883
Br -7.8448 -1.3834 1.3222
C -4.9936 -1.0852 1.2772
C -4.8472 -2.4839 1.2496
C -3.5855 -3.0210 1.1550
C -2.4781 -2.1707 1.1009
N -2.5896 -0.8635 1.1960
C -3.8057 -0.3091 1.2897
C -3.8493 1.1417 1.3849
O -2.8138 1.8252 1.5109
H -7.2648 1.4699 1.1988
H -5.7171 -3.1247 1.2994
H -3.4341 -4.0878 1.1254
H -1.4794 -2.5631 0.9794
O -0.0224 2.4226 2.4186
S -0.0404 1.6692 3.6933
O -0.5465 2.3828 4.8218
O -0.6789 0.3449 3.4503
C 1.6881 1.3007 3.9670
C 2.2781 1.6035 5.1764
C 3.6379 1.3984 5.3392
C 4.3872 0.8864 4.2907
C 3.7837 0.5649 3.0861
C 2.4162 0.7771 2.9090
P 1.5840 0.3214 1.3369
C 2.5362 1.1415 0.0318
C 3.2792 2.2989 0.2449
C 3.8622 2.9496 -0.8292
C 3.7067 2.4587 -2.1152
C 2.9686 1.3053 -2.3332
C 2.3789 0.6563 -1.2676
C 2.0381 -1.4439 1.2268
C 1.2588 -2.3250 1.9773
C 1.5053 -3.6848 1.9277
C 2.5131 -4.1753 1.1107
C 3.2914 -3.3039 0.3669
C 3.0655 -1.9399 0.4323
H 1.6578 1.9953 5.9663
H 4.1124 1.6364 6.2769
H 5.4510 0.7431 4.4083
H 4.3701 0.1515 2.2780
H 3.3938 2.6888 1.2461
H 4.4292 3.8540 -0.6655
H 4.1555 2.9772 -2.9479
H 2.8479 0.9205 -3.3351
H 1.7834 -0.2286 -1.4256
H 0.4630 -1.9264 2.5959
H 0.9099 -4.3680 2.5175
H 2.6926 -5.2374 1.0496
H 4.0744 -3.6825 -0.2732
H 3.6829 -1.2652 -0.1420
O -2.7150 1.0364 -1.3552
C -1.6209 0.6605 -1.7329
O -0.6491 0.3010 -0.9766
C -1.2854 0.4973 -3.2065
C -0.3265 -0.4544 -3.5217
C 0.0195 -0.6984 -4.8423
C -0.5776 0.0063 -5.8752
C -1.5273 0.9622 -5.5495
C -1.8967 1.2151 -4.2282
N -2.1458 1.7103 -6.6305
O -1.8108 1.4340 -7.7610
O -2.9528 2.5599 -6.3304
N 1.0300 -1.6902 -5.1121
O 1.5529 -2.2233 -4.1524
O 1.2992 -1.9184 -6.2711
H 0.1480 -1.0169 -2.7357
H -0.3065 -0.1756 -6.9042
H -2.6499 1.9616 -4.0225
```



# C34H21ClN3O2S6Ta

A structure of composition C34H21ClN3O2S6Ta (ωB97M-V with the def2-TZVPD basis set, the OMol25 dataset).

The calculation puts the total energy at -4529.5145 a.u. The calculation puts the relative energy (zero: lowest compared OMol25 entry of this formula, charge and spin) at 95.5 kJ/mol. The HOMO energy is -7.86 eV. Its LUMO energy is -1.7 eV.

```
68
C34H21ClN3O2S6Ta, DFT ωB97M-V with the def2-TZVPD basis set
Ta -0.3444 -0.1411 0.5870
S -0.0483 -0.9399 2.9730
C 1.6639 -0.6417 3.2831
C 2.1309 -0.0465 4.4453
C 3.4924 0.1408 4.6326
C 4.3958 -0.2688 3.6657
C 3.9447 -0.8728 2.4986
C 2.5841 -1.0492 2.3118
S 1.8190 -1.8239 0.9014
C 3.1670 -1.7716 -0.3134
C 2.5910 -1.9647 -1.6838
C 3.3488 -1.7716 -2.8343
C 2.6933 -1.7875 -4.0511
C 1.3160 -1.9645 -4.0824
C 0.6543 -2.1780 -2.8834
C -0.8340 -2.2672 -2.7649
S -1.4693 -0.6976 -2.0565
C -2.9841 -1.3127 -1.3726
C -4.1963 -1.0303 -1.9850
C -5.3736 -1.5100 -1.4332
C -5.3204 -2.2754 -0.2767
C -4.1103 -2.5527 0.3352
C -2.9178 -2.0716 -0.2011
S -1.3894 -2.4350 0.6026
N 1.2944 -2.2196 -1.7194
H 1.4209 0.2884 5.1873
H 3.8472 0.6170 5.5353
H 5.4564 -0.1196 3.8129
H 4.6608 -1.2007 1.7604
H 3.8741 -2.5640 -0.0590
H 3.6841 -0.8133 -0.2579
H 4.4101 -1.5773 -2.7716
H 3.2432 -1.6276 -4.9685
H 0.7692 -1.9283 -5.0130
H -1.1066 -3.0623 -2.0708
H -1.3232 -2.4098 -3.7262
H -4.2108 -0.4287 -2.8828
H -6.3219 -1.2863 -1.8999
H -6.2342 -2.6513 0.1634
H -4.0771 -3.1320 1.2471
S 0.7446 1.8062 1.7466
C 2.2470 2.0554 0.8992
C 3.3189 2.6591 1.5512
C 4.5366 2.8185 0.9017
C 5.6396 3.3823 1.6151
N 6.5237 3.8370 2.1886
C 4.6808 2.3956 -0.4285
C 3.6050 1.8097 -1.0845
C 2.4024 1.6102 -0.4194
S 1.0694 0.8076 -1.2121
C 5.9251 2.5213 -1.1165
N 6.9120 2.5936 -1.6984
H 3.2141 2.9759 2.5785
H 3.7181 1.4776 -2.1076
Cl -8.3697 2.6327 -0.0253
C -6.6930 2.2268 0.1338
C -6.2993 1.3775 1.1573
C -4.9626 1.0455 1.2750
C -4.0394 1.5663 0.3751
C -4.4475 2.4244 -0.6452
C -5.7825 2.7592 -0.7692
C -2.6335 1.1493 0.4490
O -1.7504 1.5004 -0.3643
O -2.2616 0.3281 1.3606
H -7.0341 0.9832 1.8422
H -4.6273 0.3736 2.0509
H -3.7125 2.8117 -1.3360
H -6.1236 3.4197 -1.5528
```



# C34H21ClN3O2S6Ta

A structure of composition C34H21ClN3O2S6Ta (ωB97M-V with the def2-TZVPD basis set, the OMol25 dataset).

The calculation puts the total energy at -4529.5362 a.u. The calculation puts the relative energy (zero: lowest compared OMol25 entry of this formula, charge and spin) at 38.6 kJ/mol. The HOMO energy is -7.74 eV. Its LUMO energy is -0.9 eV.

```
68
C34H21ClN3O2S6Ta, DFT ωB97M-V with the def2-TZVPD basis set
Ta -0.3742 0.6703 -0.0136
S -2.8453 0.9102 -0.1711
C -3.4850 -0.5991 0.5066
C -4.5635 -1.2713 -0.0505
C -5.0462 -2.4299 0.5468
C -4.4654 -2.9238 1.7054
C -3.3885 -2.2556 2.2782
C -2.9097 -1.1138 1.6648
S -1.5559 -0.1432 2.2758
C -0.3943 -1.4366 2.7540
C 1.0178 -0.9731 2.5410
C 1.9781 -1.3205 3.4776
C 3.2942 -0.9656 3.2592
C 3.6137 -0.3116 2.0875
C 2.6151 -0.0080 1.1738
C 3.0394 0.5552 -0.1513
S 1.8382 1.7051 -0.8892
C 1.9594 1.2644 -2.6077
C 3.1574 1.5145 -3.2685
C 3.2832 1.2111 -4.6114
C 2.1884 0.6847 -5.2898
C 0.9910 0.4663 -4.6354
C 0.8456 0.7488 -3.2726
S -0.7202 0.4766 -2.5279
N 1.3206 -0.2942 1.4195
H -5.0120 -0.8922 -0.9595
H -5.8835 -2.9510 0.1010
H -4.8498 -3.8222 2.1694
H -2.9389 -2.6282 3.1905
H -0.5920 -2.3014 2.1183
H -0.5422 -1.7148 3.7950
H 1.6791 -1.8523 4.3693
H 4.0591 -1.2026 3.9865
H 4.6334 -0.0326 1.8638
H 3.1424 -0.2755 -0.8471
H 3.9976 1.0591 -0.0440
H 3.9871 1.9539 -2.7271
H 4.2151 1.3954 -5.1280
H 2.2693 0.4508 -6.3435
H 0.1414 0.0652 -5.1732
S -0.9375 2.9829 -0.9789
C -0.8312 4.1735 0.2934
C -1.3023 5.4661 0.0691
C -1.2012 6.4390 1.0511
C -1.6920 7.7635 0.7894
N -2.0941 8.8177 0.5731
C -0.6243 6.1222 2.2907
C -0.1616 4.8345 2.5188
C -0.2601 3.8652 1.5280
S 0.3583 2.2569 1.8318
C -0.5041 7.1081 3.3271
N -0.3920 7.8786 4.1721
H -1.7525 5.7147 -0.8827
H 0.2802 4.5890 3.4752
Cl 0.0539 -7.7320 -2.1713
C 0.0783 -6.0464 -1.7666
C -1.0323 -5.4792 -1.1604
C -1.0077 -4.1330 -0.8373
C 0.1208 -3.3701 -1.1195
C 1.2237 -3.9520 -1.7346
C 1.2081 -5.2962 -2.0606
C 0.1473 -1.9322 -0.7684
O 1.1145 -1.1946 -1.0196
O -0.8670 -1.4361 -0.1664
H -1.9011 -6.0878 -0.9525
H -1.8649 -3.6615 -0.3730
H 2.0857 -3.3382 -1.9594
H 2.0551 -5.7654 -2.5407
```